P.
{"formula": "C2H10N4S", "method": "ωB97M-V/def2-TZVPD", "elements": ["C", "C", "N", "N", "N", "N", "S", "H", "H", "H", "H", "H", "H", "H", "H", "H", "H"], "coordinates": [[-0.295, 0.372, -0.570], [2.225, 0.531, -0.243], [-1.085, -0.697, -0.650], [1.003, -0.029, 0.101], [-1.949, -1.306, 0.419], [0.719, -0.784, 0.993], [-0.894, 1.805, 0.590], [-0.155, 0.981, -1.954], [2.258, 1.769, -0.286], [3.083, 0.288, 0.439], [2.442, 0.235, -1.282], [-1.512, -0.767, -1.570], [-2.668, -1.814, -0.049], [-1.564, -1.996, 1.074], [1.385, -1.236, 1.663], [-2.372, -0.485, 0.959], [-0.446, 2.877, -0.046]], "charge": 2, "lumo_energy_ev": -9.721, "homo_energy_ev": -18.06, "orbital_gap_ev": 8.34}


Q.
{"formula": "C2H10N4S", "method": "ωB97M-V/def2-TZVPD", "elements": ["C", "C", "N", "N", "N", "N", "S", "H", "H", "H", "H", "H", "H", "H", "H", "H", "H"], "coordinates": [[-14.496, -0.071, -1.090], [13.819, -1.782, 0.831], [-14.753, 0.701, -0.078], [12.873, -1.402, -1.313], [-15.836, 0.648, 0.660], [13.225, -1.502, -0.284], [12.944, 1.764, -0.402], [-15.264, -0.928, -1.144], [-13.630, -0.029, -1.637], [13.750, -2.841, 1.071], [14.934, -1.382, 1.031], [13.346, -1.220, 1.604], [-13.937, 1.330, 0.217], [-16.037, 1.441, 1.205], [-16.648, -0.056, 0.719], [12.043, 2.733, -0.189], [13.668, 2.594, -1.200]], "charge": 2, "lumo_energy_ev": -6.501, "homo_energy_ev": -14.13, "orbital_gap_ev": 7.62}


Stability check: which of them is most stable? Q.


P.
{"formula": "C3H3IrO2", "method": "ωB97M-V/def2-TZVPD", "elements": ["C", "C", "H", "H", "H", "O", "C", "O", "Ir"], "coordinates": [[-0.585, -0.341, 0.922], [0.880, -0.085, 0.676], [1.335, 0.795, 1.152], [-1.228, -0.192, 1.783], [1.556, -0.951, 0.715], [-1.571, 0.002, -1.436], [-0.806, -0.016, -0.423], [0.566, 0.231, -0.724], [-0.147, 0.556, -2.663]], "charge": 1, "spin_multiplicity": 6, "lumo_energy_ev": [-3.909, -7.954], "homo_energy_ev": [-12.37, -14.88], "orbital_gap_ev": [8.46, 6.93]}


Q.
{"formula": "C3H3IrO2", "method": "ωB97M-V/def2-TZVPD", "elements": ["O", "O", "C", "C", "C", "H", "H", "Ir", "H"], "coordinates": [[-0.241, -1.150, 0.279], [-0.069, 1.070, 0.244], [-1.411, -0.617, -0.188], [-1.268, 0.706, -0.308], [0.662, -0.099, 0.489], [-2.279, -1.264, -0.262], [3.974, 0.103, -0.253], [2.594, -0.237, 0.594], [-1.962, 1.489, -0.595]], "charge": 1, "spin_multiplicity": 6, "lumo_energy_ev": [-4.103, -8.828], "homo_energy_ev": [-11.32, -14.76], "orbital_gap_ev": [7.22, 5.93]}


Stability check: which of them is most stable? P.


P.
{"formula": "C26H32N2O4", "method": "ωB97M-V/def2-TZVPD", "elements": ["C", "H", "H", "H", "C", "C", "C", "C", "C", "C", "C", "H", "H", "C", "C", "C", "O", "C", "C", "C", "C", "C", "C", "O", "C", "N", "C", "C", "N", "C", "C", "O", "H", "H", "H", "H", "H", "C", "C", "H", "H", "H", "H", "H", "H", "H", "H", "H", "H", "O", "H", "H", "H", "H", "H", "H", "C", "H", "H", "H", "C", "H", "H", "H"], "coordinates": [[5.328, -0.928, -2.034], [5.550, -0.095, -2.687], [5.847, -1.830, -2.122], [5.289, -0.602, -1.094], [3.804, -1.310, -2.688], [3.029, -0.179, -2.337], [3.361, 1.076, -2.973], [2.251, 1.959, -2.939], [1.172, 1.884, -2.097], [0.944, 0.819, -1.348], [1.845, -0.496, -1.381], [1.576, -1.383, -1.016], [0.044, 0.792, -0.874], [0.270, 3.026, -1.866], [-0.772, 3.246, -1.153], [-1.618, 4.368, -1.114], [-1.793, 5.372, -2.029], [-2.569, 4.058, -0.040], [-4.006, 4.461, 0.446], [-4.414, 3.912, 1.546], [-3.940, 2.790, 2.035], [-2.483, 2.280, 1.861], [-2.060, 2.847, 0.732], [-0.777, 2.487, 0.176], [-2.133, 1.077, 2.496], [-2.873, 0.132, 2.763], [-2.913, -0.473, 1.374], [-1.734, -1.510, 1.170], [-1.135, -2.261, 2.173], [-0.061, -2.989, 1.858], [-0.376, -4.131, 0.685], [-0.082, -3.415, -0.684], [-0.243, -3.986, -1.246], [0.367, -4.809, 0.677], [-1.321, -4.334, 0.632], [0.724, -2.543, 1.706], [0.059, -3.695, 2.596], [-0.910, -1.479, 3.585], [-2.335, -0.837, 3.785], [-2.070, -0.367, 4.770], [-3.106, -1.367, 4.018], [-0.596, -2.308, 4.328], [-0.129, -0.847, 3.262], [-1.770, -1.857, 0.098], [-0.822, -0.794, 0.798], [-3.326, 0.187, 0.704], [-3.767, -1.203, 1.617], [-1.827, 1.896, 3.581], [-1.083, 0.997, 2.101], [-4.478, 2.162, 3.140], [-4.218, 1.364, 3.342], [-5.522, 4.225, 1.795], [-4.526, 5.363, -0.079], [0.373, 3.960, -2.673], [2.505, 3.088, -3.310], [4.107, 1.065, -3.412], [3.500, -2.608, -1.729], [2.613, -3.006, -1.872], [3.530, -2.435, -0.496], [4.293, -3.251, -1.557], [3.759, -1.779, -4.042], [4.182, -0.962, -4.541], [4.437, -2.687, -4.156], [3.027, -2.135, -4.261]], "charge": 0, "lumo_energy_ev": -0.837, "homo_energy_ev": -7.99, "orbital_gap_ev": 7.15}


Q.
{"formula": "C26H32N2O4", "method": "ωB97M-V/def2-TZVPD", "elements": ["C", "H", "O", "C", "C", "C", "C", "C", "C", "H", "H", "C", "H", "H", "C", "N", "C", "O", "C", "H", "H", "C", "H", "H", "C", "C", "O", "N", "C", "H", "C", "H", "H", "C", "C", "C", "C", "C", "C", "C", "H", "H", "H", "H", "H", "O", "H", "C", "H", "C", "H", "H", "H", "H", "H", "C", "H", "H", "H", "H", "H", "H", "H", "H"], "coordinates": [[-0.017, 1.630, -5.767], [-0.075, 0.953, -6.619], [-1.348, 1.950, -5.443], [-1.576, 2.720, -4.343], [-2.913, 2.894, -3.985], [-3.248, 3.631, -2.870], [-2.265, 4.222, -2.082], [-0.941, 4.074, -2.464], [-0.589, 3.331, -3.579], [0.454, 3.230, -3.833], [-0.163, 4.537, -1.873], [-2.622, 4.925, -0.806], [-3.529, 5.520, -0.933], [-1.812, 5.587, -0.498], [-2.866, 3.909, 0.325], [-1.722, 3.052, 0.549], [-0.705, 3.491, 1.322], [-0.722, 4.554, 1.913], [0.425, 2.487, 1.420], [1.127, 2.823, 2.184], [0.948, 2.433, 0.463], [-0.154, 1.119, 1.774], [-0.660, 1.193, 2.739], [0.660, 0.399, 1.880], [-1.149, 0.648, 0.693], [-0.488, -0.409, -0.197], [-0.023, -0.123, -1.287], [-0.440, -1.673, 0.277], [-0.823, -2.158, 1.583], [-1.318, -1.383, 2.163], [0.403, -2.660, 2.351], [1.085, -1.836, 2.558], [0.080, -3.093, 3.298], [1.148, -3.741, 1.549], [2.421, -4.130, 2.289], [3.484, -3.240, 2.404], [4.633, -3.598, 3.084], [4.740, -4.850, 3.666], [3.682, -5.736, 3.572], [2.532, -5.377, 2.891], [1.704, -6.068, 2.843], [3.748, -6.711, 4.033], [5.639, -5.128, 4.195], [5.449, -2.895, 3.160], [3.422, -2.255, 1.965], [0.255, -4.836, 1.439], [0.665, -5.508, 0.883], [1.466, -3.194, 0.143], [2.169, -2.366, 0.213], [0.184, -2.705, -0.528], [0.400, -2.280, -1.509], [-0.521, -3.536, -0.634], [1.925, -3.980, -0.462], [-1.513, -2.998, 1.449], [-2.040, 0.225, 1.160], [-1.571, 1.829, -0.200], [-2.516, 1.600, -0.694], [-0.815, 1.941, -0.986], [-3.051, 4.454, 1.255], [-3.730, 3.282, 0.092], [-4.288, 3.746, -2.601], [-3.671, 2.429, -4.596], [0.554, 2.520, -6.054], [0.484, 1.125, -4.935]], "charge": 0, "smiles": "COc1ccc(CCN2C[C@@H](C(=O)N3CCC(O)(c4ccccc4)CC3)CCC2=O)cc1", "lumo_energy_ev": 0.559, "homo_energy_ev": -8.19, "orbital_gap_ev": 8.75}


Stability check: which of them is most stable? Q.


P.
{"formula": "C4H7OP", "method": "ωB97M-V/def2-TZVPD", "elements": ["C", "C", "C", "C", "O", "P", "H", "H", "H", "H", "H", "H", "H"], "coordinates": [[-0.462, 1.117, -0.705], [-0.350, 1.228, 0.755], [0.481, 0.126, -0.043], [-0.373, -1.699, -0.021], [3.093, -0.705, -0.185], [2.267, 0.460, 0.070], [-1.425, 0.695, -1.059], [-0.240, 1.928, -1.453], [-0.095, 2.085, 1.364], [-1.135, 0.673, 1.230], [-0.980, -1.714, 0.884], [0.302, -2.602, 0.017], [-1.080, -1.592, -0.853]], "charge": 0, "lumo_energy_ev": -0.169, "homo_energy_ev": -9.03, "orbital_gap_ev": 8.86}


Q.
{"formula": "C4H7OP", "method": "ωB97M-V/def2-TZVPD", "elements": ["C", "C", "C", "C", "O", "P", "H", "H", "H", "H", "H", "H", "H"], "coordinates": [[-0.597, 0.896, -0.124], [2.490, -1.097, -0.274], [0.240, -0.099, -0.859], [1.336, -0.615, -0.414], [-2.438, -0.973, -0.833], [-2.104, -0.009, 0.184], [-0.095, 1.457, 0.815], [-0.946, 1.600, -0.770], [3.394, -0.686, -0.700], [2.592, -2.153, 0.122], [-0.214, -0.430, -1.721], [-2.136, -0.724, 1.510], [-3.063, 0.950, 0.247]], "charge": 0, "smiles": "C=C=CC[PH2]=O", "lumo_energy_ev": 0.892, "homo_energy_ev": -9.55, "orbital_gap_ev": 10.44}


Stability check: which of them is most stable? Q.


P.
{"formula": "C4H4O2S2", "method": "ωB97M-V/def2-TZVPD", "elements": ["C", "C", "C", "C", "H", "H", "H", "H", "O", "O", "S", "S"], "coordinates": [[-1.785, -0.073, -0.355], [-0.944, 2.038, 0.008], [0.482, 1.985, -0.107], [1.594, -0.143, 0.461], [-1.952, 0.259, -1.435], [-1.612, 3.056, 0.125], [1.199, 2.817, -0.307], [0.626, -0.286, 1.418], [-1.441, 0.850, 0.498], [1.405, 0.975, -0.311], [-2.547, -1.530, -0.025], [2.919, -1.175, -0.059]], "charge": 0, "lumo_energy_ev": -0.698, "homo_energy_ev": -9.12, "orbital_gap_ev": 8.42}


Q.
{"formula": "C4H4O2S2", "method": "ωB97M-V/def2-TZVPD", "elements": ["C", "C", "C", "C", "O", "O", "S", "S", "H", "H", "H", "H"], "coordinates": [[1.910, 0.399, -0.125], [0.563, 0.860, -0.316], [1.905, -0.736, 0.608], [-0.406, -0.006, 0.061], [-2.592, 1.420, -0.276], [-3.070, -1.400, 1.174], [0.287, -1.379, 0.851], [-2.151, 0.038, -0.103], [2.889, 0.839, -0.607], [0.475, 1.920, -0.804], [2.651, -1.479, 0.825], [-2.461, -0.476, -1.289]], "charge": 0, "smiles": "O=[SH](=O)c1cccs1", "lumo_energy_ev": [-1.058, -1.061], "homo_energy_ev": [-10.03, -10.05], "orbital_gap_ev": [8.98, 8.99]}


Stability check: which of them is most stable? P.